(1)
Here is C34H43AsCdN4O7S2Si as an isolated structure from the OMol25 dataset. Energies are from ωB97M-V/def2-TZVPD.

Total charge: -2
Total energy, eV: -151206.2668
Gap between HOMO and LUMO, eV: 6.320
HOMO energy, hartree: -0.0837

Structure (XYZ):
```
93
Properties=species:S:1:pos:R:3:forces:R:3
Cd -0.32308 0.37544 -0.52875 0.046 -0.071 -0.070
C -0.72649 -2.38492 3.11409 0.006 -0.006 -0.008
C -0.92587 -0.90581 3.29282 0.004 0.026 -0.008
C -1.01786 -0.33443 4.55624 0.021 0.006 0.010
C -1.17701 1.05079 4.62305 -0.004 -0.017 0.011
C -1.26029 1.79852 3.47534 0.030 -0.001 -0.024
C -1.17768 1.15152 2.20408 0.024 0.086 0.084
N -0.99370 -0.19212 2.17197 -0.056 -0.007 0.003
N -1.26927 1.76770 1.01657 0.001 -0.121 -0.075
Si -1.49073 3.44688 0.71742 -0.037 0.053 0.025
C -2.82139 4.18556 1.88125 0.037 0.028 -0.020
C 0.09877 4.40336 0.99033 0.032 -0.002 -0.001
C -2.10535 3.74637 -1.01958 -0.028 -0.005 0.034
H -0.60020 -2.88757 4.07414 -0.016 -0.008 0.000
H 0.14832 -2.57546 2.49059 0.013 0.002 0.006
H -1.58402 -2.81897 2.59420 0.003 0.002 -0.014
H -0.94546 -0.94453 5.44717 0.000 -0.001 -0.001
H -1.22842 1.54509 5.58882 -0.003 0.003 -0.004
H -1.36645 2.87220 3.52816 0.004 -0.005 0.003
H -2.39753 4.60879 2.79550 -0.006 -0.007 0.003
H -3.55170 3.42719 2.17796 -0.014 0.000 0.009
H -3.35582 4.99219 1.36990 -0.009 -0.011 -0.012
H 0.48849 4.23941 2.00015 -0.001 0.008 -0.001
H -0.03404 5.47909 0.84199 -0.001 0.006 0.002
H 0.83217 4.03930 0.26599 -0.009 -0.007 -0.006
H -2.89599 3.05041 -1.31265 0.007 -0.022 -0.021
H -1.27978 3.60871 -1.71809 0.014 0.005 -0.016
H -2.48929 4.76808 -1.11526 -0.006 -0.010 0.010
C 3.70137 -4.35026 -5.55714 0.002 0.002 -0.004
C 3.32565 -3.92299 -4.16168 -0.009 0.014 -0.017
C 2.47670 -2.84330 -3.95285 0.015 -0.006 0.021
C 2.11293 -2.46332 -2.66717 -0.016 0.009 0.040
C 2.61316 -3.16291 -1.57975 -0.014 0.040 -0.043
C 3.45850 -4.24909 -1.76825 -0.010 -0.002 0.038
C 3.80924 -4.62212 -3.05510 0.013 -0.015 -0.005
S 2.21375 -2.62023 0.07291 -0.004 -0.026 0.005
O 3.20231 -1.62877 0.43365 0.003 -0.035 0.006
O 2.20909 -3.82039 0.89840 -0.004 0.009 -0.014
N 0.80575 -1.91127 -0.05222 0.028 -0.024 0.099
C -0.33080 -2.62081 -0.31688 -0.015 0.004 0.004
C -0.47685 -4.02766 -0.35246 0.008 0.020 0.005
C -1.71190 -4.56392 -0.63308 -0.018 -0.008 -0.002
C -2.79973 -3.73251 -0.88834 -0.014 0.006 -0.004
C -2.57380 -2.36879 -0.84905 0.071 -0.050 -0.071
N -1.39520 -1.83132 -0.56304 0.003 0.022 0.068
H 3.44501 -3.57621 -6.27999 0.003 0.001 -0.002
H 3.17304 -5.26327 -5.84540 -0.002 0.001 0.001
H 4.77184 -4.55305 -5.63649 0.001 0.001 0.001
H 2.08085 -2.26273 -4.77890 -0.004 -0.005 -0.007
H 1.41977 -1.63899 -2.53235 0.010 -0.002 -0.014
H 3.82362 -4.79246 -0.90577 0.005 -0.002 -0.005
H 4.46984 -5.47076 -3.20713 0.002 0.001 0.003
H 0.37089 -4.66027 -0.14062 0.003 0.012 0.001
H -1.82793 -5.64243 -0.66189 -0.002 0.001 0.001
H -3.77762 -4.12272 -1.13761 0.004 0.001 -0.003
H -3.35966 -1.66546 -1.09839 -0.020 0.011 -0.024
O 0.95759 0.20716 -4.52767 0.044 -0.013 0.001
C 0.46024 0.53901 -3.45292 -0.099 0.014 -0.021
O -0.18178 -0.24850 -2.66590 0.117 0.036 -0.056
C 0.60309 2.02627 -2.94721 0.085 -0.015 0.032
O 0.84654 2.91808 -3.75710 -0.022 0.009 -0.018
O 0.45584 2.18071 -1.68431 -0.034 -0.005 -0.022
C 2.32550 0.80679 2.72483 -0.007 0.007 -0.006
C 2.71403 1.06120 1.29274 0.054 -0.136 -0.005
O 1.92578 0.92649 0.39035 -0.082 0.165 0.057
C 4.11496 1.48684 0.96364 -0.040 -0.003 -0.014
C 4.52793 1.36882 -0.36076 0.010 -0.004 0.007
C 5.80406 1.76228 -0.72422 0.000 0.003 0.009
C 6.67038 2.28593 0.22885 0.012 0.008 -0.010
C 6.26054 2.41158 1.54801 -0.023 -0.003 0.013
C 4.98441 2.00445 1.91573 0.022 0.001 -0.001
H 1.51306 0.08364 2.72957 0.001 0.008 -0.002
H 1.95466 1.73341 3.17262 0.008 0.008 -0.004
H 3.16291 0.43750 3.31505 -0.006 -0.020 -0.004
H 3.83055 0.96092 -1.08032 -0.005 0.012 -0.008
H 6.12287 1.66306 -1.75392 0.001 0.001 -0.002
H 7.66778 2.59767 -0.05899 -0.001 -0.001 0.000
H 6.93261 2.82454 2.29086 0.002 -0.001 -0.001
H 4.66499 2.10123 2.94603 -0.005 -0.002 -0.002
C -7.01374 -0.06654 -0.23442 -0.008 0.022 0.035
As -5.30459 0.82055 -0.47100 0.104 0.015 0.001
C -5.69976 2.66211 -0.03759 -0.088 -0.031 0.016
C -4.23459 0.20032 1.00099 0.011 0.004 -0.055
S -4.49480 0.56033 -2.36107 -0.139 -0.006 0.036
H -7.41652 0.14153 0.75775 -0.004 -0.008 -0.007
H -6.85899 -1.13706 -0.35635 0.006 -0.001 -0.007
H -7.69789 0.28631 -1.00374 -0.002 0.002 -0.002
H -6.13188 2.72612 0.96188 -0.002 0.024 -0.011
H -6.39675 3.04198 -0.78298 -0.002 0.015 0.013
H -4.77775 3.23616 -0.08031 0.036 -0.005 -0.002
H -4.71358 0.46097 1.94564 0.006 0.007 0.008
H -3.25561 0.68051 0.92319 -0.029 -0.012 0.013
H -4.10225 -0.87718 0.92626 -0.013 -0.001 0.021
```
Forces are in eV/Å.

Mulliken population analysis, charges in e, atoms 1 to 4: number 1, Cd, carries 3.5887; number 2, C, carries -1.0126; number 3, C, carries 0.3974; number 4, C, carries -0.9567

***

(2)
Here is C34H43BLaN7O4S6 as an isolated structure at a distorted geometry from the OMol25 dataset. Energies are from ωB97M-V/def2-TZVPD.

Total energy, eV: -121126.1512
Gap between HOMO and LUMO, eV: 8.218
HOMO energy, hartree: -0.2953

Structure (XYZ):
```
96
Properties=species:S:1:pos:R:3:forces:R:3
La -0.40852 0.04867 -0.10757 1.605 0.955 -5.484
C 0.72050 0.75693 -4.36836 -0.059 -0.059 0.027
C 0.20937 -0.59566 -3.98696 0.058 -0.071 -0.003
C 0.15040 -1.72692 -4.81660 -0.009 0.007 0.026
C -0.30080 -2.74499 -4.00428 0.049 0.022 -0.101
C -0.52496 -4.18072 -4.34615 -0.014 0.021 0.047
N -0.50024 -2.22680 -2.77623 -0.101 -0.081 0.070
N -0.19563 -0.89941 -2.76040 0.022 0.052 -0.368
B -0.77852 -3.00476 -1.46790 0.083 0.232 -0.136
N -2.08342 -2.44625 -0.83391 -0.087 -0.138 -0.044
N -2.39027 -1.11869 -0.89375 -1.590 -0.662 -0.525
C -3.67508 -0.99771 -0.57882 -0.038 -0.174 -0.011
C -4.36311 0.32725 -0.56337 0.021 -0.025 0.001
C -4.21844 -2.25874 -0.30238 0.003 0.037 0.008
C -3.17969 -3.14959 -0.47895 -0.014 -0.024 0.056
C -3.19069 -4.63436 -0.33318 0.031 0.046 -0.013
N 0.51044 -2.85587 -0.58498 -0.066 -0.135 -0.019
N 1.21518 -1.68682 -0.64242 1.181 -1.013 -0.098
C 2.47872 -1.96365 -0.36104 -0.042 -0.185 0.001
C 3.53392 -0.91152 -0.41842 -0.056 -0.015 0.064
C 2.61003 -3.33177 -0.07860 -0.002 -0.026 -0.079
C 1.34604 -3.85974 -0.22877 0.042 -0.016 -0.003
C 0.88575 -5.26401 -0.02816 -0.012 0.054 -0.045
H 1.44352 0.65716 -5.17757 0.023 0.021 0.016
H 1.22090 1.23341 -3.52279 -0.004 0.021 -0.009
H -0.08333 1.41237 -4.70296 0.011 0.023 -0.002
H 0.41876 -1.79378 -5.85794 -0.008 -0.006 0.001
H -0.34380 -4.32843 -5.40911 0.002 -0.013 -0.002
H -1.54677 -4.49068 -4.12444 0.004 -0.004 0.003
H 0.14897 -4.83198 -3.78774 -0.005 -0.009 -0.008
H -0.93708 -4.16405 -1.70091 -0.025 -0.006 0.030
H -3.65666 1.13272 -0.75568 -0.004 0.016 0.009
H -4.82916 0.51502 0.40481 0.016 0.032 0.002
H -5.14681 0.35294 -1.32288 -0.001 0.004 0.001
H -5.22973 -2.48491 -0.00824 0.008 -0.035 -0.003
H -4.15912 -4.95355 0.04637 0.000 -0.007 0.006
H -2.41951 -4.96727 0.36168 -0.007 -0.015 -0.001
H -3.01190 -5.12659 -1.28968 -0.001 -0.017 0.008
H 3.22307 -0.10468 -1.08329 0.020 0.003 -0.010
H 4.46447 -1.33563 -0.79542 0.006 0.012 -0.016
H 3.72393 -0.48442 0.56435 0.028 0.008 -0.021
H 3.50384 -3.86068 0.20653 -0.009 -0.002 0.012
H 1.66909 -5.83686 0.46476 0.004 -0.009 -0.003
H 0.64351 -5.75009 -0.97460 -0.005 -0.007 0.009
H -0.00793 -5.28832 0.59657 0.006 -0.034 0.005
C -2.73218 3.56234 -2.58516 0.133 -0.053 0.079
C -3.02856 4.60983 -1.51513 -0.017 -0.094 0.171
S -3.15043 3.88057 0.14048 0.015 0.037 -0.064
C -1.99503 4.88695 1.10576 -0.061 -0.079 -0.087
C -0.55555 4.98647 0.61685 0.103 -0.169 -0.036
S 0.32045 3.39111 0.45395 0.010 0.478 -0.133
C 1.04918 3.57885 -1.19526 -0.115 -0.064 0.158
C 0.05531 3.74787 -2.34032 -0.099 -0.152 -0.031
S -1.27476 2.50689 -2.33064 -0.068 0.147 -0.184
H -2.61548 4.04373 -3.55760 -0.085 -0.005 -0.020
H -3.55865 2.85487 -2.66315 -0.010 0.001 -0.009
H -3.97840 5.08884 -1.75657 0.027 0.041 -0.067
H -2.26961 5.39116 -1.50303 -0.010 0.008 -0.030
H -2.03006 4.42150 2.09260 0.010 0.017 0.014
H -2.40092 5.89551 1.20378 0.033 0.014 0.069
H 0.00707 5.57905 1.33993 -0.024 0.070 -0.031
H -0.50175 5.50959 -0.33719 -0.012 0.028 0.016
H 1.62942 2.66054 -1.33008 0.054 0.032 -0.026
H 1.75467 4.41130 -1.19235 0.049 -0.029 -0.055
H 0.58382 3.67612 -3.29269 0.024 0.043 0.008
H -0.41609 4.72799 -2.30113 0.034 0.024 -0.011
O -1.90134 1.17628 1.15324 -1.787 1.131 1.615
N -2.04548 0.23518 1.99257 -1.002 -0.060 1.091
O -2.70799 0.36161 2.98445 0.022 -0.019 -0.096
O -1.45509 -0.85487 1.71231 -0.757 -0.585 1.582
O 1.08350 0.65091 1.24667 2.089 0.018 2.641
C 1.65623 0.42460 2.50078 0.433 0.375 0.157
C 0.73027 0.88813 3.63063 0.015 -0.136 0.076
C -0.10333 1.96303 3.63817 -0.034 0.058 -0.009
C -0.68584 2.21676 4.90935 -0.008 0.027 -0.032
C -0.26734 1.33572 5.85440 0.077 -0.106 0.021
S 0.80990 0.17712 5.20221 -0.056 0.071 -0.065
C 2.92265 1.29393 2.60849 -0.047 0.088 -0.025
C 3.48200 2.00320 1.59148 0.040 -0.069 -0.031
C 4.61919 2.76345 1.98428 -0.014 0.000 -0.043
C 4.89567 2.62780 3.30674 -0.036 -0.042 0.069
S 3.77597 1.58694 4.08196 -0.049 0.012 -0.062
C 2.04191 -1.04565 2.74039 -0.006 0.019 -0.009
C 3.28802 -1.55775 2.96110 0.015 -0.024 0.019
C 3.29410 -2.94966 3.24654 0.038 0.029 -0.024
C 2.04387 -3.47880 3.23316 -0.101 0.047 0.011
S 0.85683 -2.30037 2.88172 0.101 0.036 -0.022
H -0.30386 2.54853 2.75597 0.025 -0.011 -0.014
H -1.39475 3.00965 5.10090 -0.004 -0.007 0.007
H -0.55644 1.27345 6.89094 -0.026 0.031 -0.005
H 3.07826 1.97815 0.59164 0.000 0.000 -0.008
H 5.19490 3.38032 1.30881 0.010 0.009 0.018
H 5.68928 3.08330 3.87684 0.008 0.009 -0.017
H 4.18710 -0.96149 2.93218 0.002 0.052 0.015
H 4.19227 -3.51671 3.44525 -0.016 -0.019 0.018
H 1.74788 -4.50042 3.41319 0.014 -0.006 -0.012
```
Forces are in eV/Å.

Mulliken population analysis, charges in e, atoms 1 to 4: number 1, La, carries 1.2639; number 2, C, carries -1.1590; number 3, C, carries 0.4728; number 4, C, carries -1.4848

***

(3)
Here is C34H43BiF2N8STe as an isolated structure at a distorted geometry from the OMol25 dataset. Energies are from ωB97M-V/def2-TZVPD.

Total energy, eV: -77280.2196
Gap between HOMO and LUMO, eV: 5.382
HOMO energy, hartree: -0.1957

Structure (XYZ):
```
90
Properties=species:S:1:pos:R:3:forces:R:3
Bi -0.49133 0.86937 0.16795 0.861 -0.623 0.985
C 1.64886 -3.32779 2.03677 0.051 0.078 0.033
C 2.37175 -2.17732 1.38996 0.104 0.020 0.016
C 2.98430 -1.17183 2.14005 -0.013 -0.036 -0.040
C 3.12075 -1.27570 3.63983 -0.064 -0.097 -0.134
C 3.52216 -0.05660 1.49097 -0.047 -0.047 -0.068
C 4.13151 1.07659 2.27341 -0.036 -0.057 -0.014
C 3.52730 0.00597 0.09655 -0.033 -0.054 0.001
C 4.07258 1.22319 -0.60273 -0.030 -0.019 0.037
C 3.05789 -1.07626 -0.65361 -0.002 -0.018 0.094
C 3.22877 -1.08712 -2.14903 -0.006 0.040 0.037
C 2.44220 -2.14764 -0.00693 0.046 0.093 0.079
C 1.83163 -3.28051 -0.78382 0.019 0.039 -0.010
H 0.71233 -3.50675 1.51398 -0.096 -0.080 -0.016
H 1.40108 -3.12644 3.07391 -0.036 -0.018 0.036
H 2.24854 -4.24070 1.99696 -0.053 -0.092 0.011
H 2.50532 -0.53142 4.14744 0.027 0.054 0.160
H 4.15953 -1.10792 3.92092 -0.009 0.037 0.136
H 2.84717 -2.25856 4.00944 -0.020 -0.002 0.035
H 3.57666 1.99965 2.11128 0.006 0.130 0.029
H 5.16114 1.24463 1.96158 0.092 0.112 0.002
H 4.13442 0.88708 3.33843 0.007 0.031 0.113
H 4.08516 2.08664 0.05261 0.025 0.090 -0.005
H 3.45563 1.47828 -1.46173 0.041 0.073 -0.080
H 5.09598 1.05861 -0.94565 0.061 0.034 -0.090
H 2.27998 -0.88599 -2.64742 -0.047 -0.005 -0.148
H 3.59406 -2.05546 -2.48709 -0.016 -0.031 -0.060
H 3.95227 -0.34485 -2.46722 0.025 0.051 -0.081
H 2.18480 -4.24652 -0.42088 -0.035 -0.061 0.026
H 2.05440 -3.21763 -1.84283 -0.050 -0.011 -0.062
H 0.74694 -3.24956 -0.67466 -0.106 -0.092 -0.037
F 2.76652 5.36975 -0.31780 -0.478 -0.128 -0.055
C 1.56757 4.79182 -0.58735 -0.186 -0.152 -0.126
C 1.25628 3.57549 -0.05672 0.410 -0.010 -0.078
C 0.06488 2.93279 -0.41426 0.008 0.562 -1.486
C -0.82495 3.54219 -1.35397 1.194 0.626 0.298
C -0.49218 4.85105 -1.77685 -0.005 -0.249 0.098
F -1.33351 5.55859 -2.57649 0.114 -0.166 0.100
C 0.68013 5.46602 -1.44054 0.198 0.200 0.164
C -1.96012 2.80140 -1.76227 -0.975 -1.061 -0.127
C -2.95862 3.23984 -2.66014 0.140 0.222 0.016
C -3.99483 2.42466 -3.01833 0.003 -0.748 0.358
C -4.07355 1.12695 -2.47030 -0.162 0.495 -0.306
C -3.10590 0.75168 -1.58558 0.109 -0.042 0.156
N -2.08951 1.54183 -1.22188 -0.480 1.218 -1.153
H 1.92514 3.09678 0.63991 0.206 0.007 0.100
H 0.91004 6.45116 -1.80885 -0.001 0.124 -0.057
H -2.90240 4.23355 -3.06754 0.073 0.032 -0.008
H -4.74647 2.76981 -3.71260 -0.046 0.044 -0.042
H -4.86981 0.44818 -2.73077 -0.061 -0.050 -0.002
H -3.09886 -0.22167 -1.12012 -0.113 -0.111 -0.010
C -4.49374 -2.63451 0.32476 0.126 0.055 0.000
N -3.79125 -2.78946 1.57764 0.048 0.197 -0.057
C -4.13385 -4.01180 2.27025 -0.071 -0.133 0.064
C -2.51138 -2.23234 1.67634 -0.378 -0.215 -0.012
N -1.79609 -1.79959 0.72857 0.396 0.345 -0.519
N -2.07892 -2.14476 2.98633 -0.484 -0.386 0.448
C -1.03338 -1.38021 3.48247 0.567 0.253 0.156
N -0.91789 -1.51527 4.85495 -0.155 -0.020 0.290
N -0.33200 -0.62381 2.75785 0.232 -0.059 -0.397
H -5.55263 -2.81783 0.50409 -0.019 -0.007 -0.029
H -4.15266 -3.33124 -0.45420 0.027 0.009 0.003
H -4.38192 -1.61214 -0.03166 -0.045 -0.024 -0.027
H -5.17625 -3.96583 2.59205 0.021 -0.076 0.036
H -3.50615 -4.16807 3.14289 0.000 -0.033 0.004
H -4.01401 -4.88333 1.61360 0.014 -0.018 0.043
H -2.14271 -1.97934 -0.20365 -0.299 -0.305 -0.014
H -2.77285 -2.37496 3.68177 0.009 0.167 -0.177
H -1.27323 -2.33726 5.31366 0.117 -0.039 -0.098
H -0.10799 -1.10032 5.28153 -0.034 0.006 -0.033
H 0.40093 -0.13526 3.25851 -0.069 0.006 0.215
Te -1.30851 2.71902 1.95680 -0.648 0.056 1.348
N -0.31979 -0.88794 -5.33792 -0.143 -0.160 -0.177
C -0.74687 -1.65598 -4.31138 -0.031 0.006 0.003
S -0.64407 -1.13917 -2.74351 0.135 0.163 0.505
N -1.26307 -2.88485 -4.55952 -0.088 -0.002 0.176
C -1.38904 -3.59637 -5.75488 -0.047 -0.172 -0.513
C -2.46261 -4.47809 -5.87622 0.071 0.130 0.051
C -2.62480 -5.22451 -7.02570 0.024 -0.043 0.012
C -1.71906 -5.10568 -8.06751 0.009 -0.047 -0.099
C -0.64014 -4.24849 -7.94164 -0.072 -0.024 -0.046
C -0.46493 -3.49745 -6.79266 0.002 0.015 0.151
H -0.07569 0.05982 -5.09910 -0.045 -0.079 0.053
H -0.66494 -1.05569 -6.27026 0.059 -0.035 -0.002
H -1.66959 -3.32063 -3.74243 0.176 0.180 -0.053
H -3.16600 -4.56966 -5.06002 -0.076 0.014 0.048
H -3.46140 -5.90201 -7.10643 -0.068 -0.054 -0.015
H -1.84702 -5.68843 -8.96596 -0.012 -0.057 -0.094
H 0.08374 -4.16994 -8.73786 0.076 0.006 -0.085
H 0.40903 -2.87406 -6.68583 0.065 0.030 0.014
```
Forces are in eV/Å.

Mulliken population analysis, charges in e, atoms 1 to 4: number 1, Bi, carries 0.9006; number 2, C, carries -2.5914; number 3, C, carries 1.4226; number 4, C, carries 0.9352

***

Computed ΔE to the lowest compared entry with this formula, charge and spin (kJ/mol) in order:
117.8, 185.6, 172.4